Density functional theory data (wB97M-V/def2-TZVPD) for a cluster of 14 separate species, C68H142F6N12O4 in total.

Calculated values
frontier orbital gap = 8.36 eV
E_LUMO = 0.414 eV
E_tot = -4233.12973 Eh

Each line ends with the Löwdin charge.
Element x y z (Å)
C 1.88 3.03 4.00  -0.11
C 0.37 2.91 3.90  -0.23
C -0.07 3.00 2.38  -0.19
C 0.06 4.33 1.80  -0.23
N 0.25 5.36 1.32  0.17
H 2.20 3.80 3.32  0.07
H 2.35 2.08 3.85  0.05
H 2.18 3.34 4.99  0.07
H -0.14 3.70 4.52  0.13
H 0.00 1.99 4.24  0.06
H -1.19 2.79 2.36  0.08
H 0.49 2.17 1.91  0.09
C -0.18 -3.13 -3.33  -0.07
C -1.17 -3.80 -2.31  -0.21
C -0.94 -5.34 -2.28  -0.18
C -1.03 -6.01 -3.61  -0.23
N -1.06 -6.55 -4.63  0.14
H 0.03 -2.10 -3.04  0.04
H -0.69 -3.08 -4.30  0.09
H 0.75 -3.68 -3.16  0.08
H -2.20 -3.69 -2.65  0.11
H -1.01 -3.39 -1.35  0.06
H -1.69 -5.86 -1.61  0.09
H 0.02 -5.65 -1.98  0.08
C -5.03 5.68 -0.03  -0.11
C -3.55 6.10 0.21  -0.22
C -3.21 6.25 1.74  -0.17
C -3.29 4.98 2.39  -0.23
N -3.13 3.90 2.80  0.17
H -5.39 5.61 -1.07  0.06
H -5.68 6.41 0.48  0.07
H -5.34 4.75 0.45  0.07
H -3.28 7.01 -0.35  0.11
H -2.90 5.28 -0.13  0.07
H -3.77 6.97 2.23  0.10
H -2.11 6.35 1.83  0.11
C 0.04 -0.23 0.63  -0.08
C -0.22 -0.39 -0.87  -0.24
C 0.12 0.95 -1.57  -0.15
C -0.82 1.93 -1.07  -0.22
N -1.63 2.70 -0.79  0.20
H -0.57 0.61 0.94  0.04
H 1.10 0.01 0.83  0.08
H -0.19 -1.18 1.19  0.06
H -1.27 -0.66 -1.04  0.08
H 0.32 -1.19 -1.36  0.07
H -0.06 0.81 -2.65  0.11
H 1.22 1.09 -1.46  0.11
C 1.97 -1.23 5.08  -0.09
C 2.66 -0.21 6.02  -0.24
C 2.02 -0.22 7.42  -0.18
C 2.24 -1.52 8.15  -0.22
N 2.54 -2.51 8.71  0.13
H 0.99 -0.87 4.76  0.07
H 1.82 -2.12 5.74  0.08
H 2.69 -1.45 4.28  0.04
H 2.45 0.86 5.66  0.11
H 3.70 -0.41 6.13  0.08
H 0.95 -0.06 7.37  0.10
H 2.50 0.57 8.04  0.13
C -5.77 -1.27 1.47  -0.08
C -4.89 -0.33 0.66  -0.26
C -3.88 -1.03 -0.17  -0.17
C -3.04 -1.86 0.70  -0.22
N -2.53 -2.65 1.30  0.23
H -6.07 -2.08 0.85  0.06
H -6.71 -0.75 1.79  0.10
H -5.20 -1.63 2.36  0.05
H -4.43 0.48 1.28  0.12
H -5.53 0.22 -0.02  0.11
H -3.24 -0.46 -0.87  0.11
H -4.30 -1.72 -0.83  0.11
C 2.95 4.23 -7.29  -0.08
C 1.73 3.90 -6.47  -0.29
N 1.32 2.56 -6.59  -0.19
C -0.10 2.35 -6.43  -0.24
C -0.98 3.05 -7.48  -0.07
C 2.04 1.70 -5.68  -0.24
C 1.96 0.19 -6.19  -0.07
H 3.85 3.86 -6.76  0.07
H 3.20 5.25 -7.53  0.05
H 2.94 3.73 -8.26  0.08
H 1.81 4.28 -5.45  0.11
H 0.90 4.52 -6.89  0.12
H -0.26 1.32 -6.49  0.06
H -0.48 2.81 -5.44  0.12
H -1.40 3.99 -7.16  0.06
H -0.44 3.18 -8.44  0.09
H -1.79 2.38 -7.80  0.06
H 1.78 1.65 -4.65  0.09
H 3.19 1.85 -5.74  0.14
H 2.43 -0.49 -5.47  0.05
H 2.53 0.08 -7.12  0.08
H 0.90 -0.17 -6.20  0.07
C -1.17 5.58 -2.35  -0.08
C 0.09 5.28 -3.18  -0.29
N 0.93 6.36 -3.56  -0.23
C 0.27 7.29 -4.46  -0.24
C 1.20 8.19 -5.29  -0.08
C 1.82 6.92 -2.58  -0.22
C 2.50 5.75 -1.77  -0.08
H -1.82 6.29 -2.80  0.06
H -0.74 6.07 -1.41  0.09
H -1.71 4.72 -2.01  0.00
H 0.72 4.58 -2.60  0.10
H -0.19 4.74 -4.11  0.09
H -0.39 6.65 -5.03  0.11
H -0.33 7.95 -3.83  0.11
H 1.73 8.94 -4.78  0.04
H 2.00 7.57 -5.77  0.08
H 0.68 8.63 -6.14  0.07
H 1.23 7.59 -1.95  0.11
H 2.63 7.51 -3.08  0.12
H 1.70 5.34 -1.07  0.06
H 3.32 6.10 -1.18  0.06
H 2.83 5.02 -2.49  0.06
C 6.24 0.69 4.25  -0.08
C 6.92 -0.66 4.21  -0.29
N 6.29 -1.66 3.36  -0.20
C 5.05 -2.11 4.02  -0.25
C 5.20 -2.86 5.33  -0.06
C 7.28 -2.66 2.96  -0.26
C 6.54 -3.70 2.14  -0.10
H 5.57 0.90 3.37  0.09
H 7.03 1.41 4.40  0.07
H 5.65 0.73 5.17  0.05
H 7.93 -0.58 3.80  0.11
H 7.05 -1.08 5.27  0.12
H 4.49 -1.18 4.31  0.08
H 4.40 -2.57 3.28  0.10
H 5.83 -2.31 6.04  0.07
H 4.21 -2.95 5.77  0.07
H 5.71 -3.76 5.29  0.05
H 7.81 -3.18 3.82  0.13
H 8.10 -2.25 2.36  0.11
H 5.83 -4.21 2.75  0.05
H 7.16 -4.46 1.62  0.09
H 6.03 -3.17 1.31  0.07
C -2.45 -0.15 3.88  -0.06
C -2.75 -0.74 5.28  -0.25
N -4.13 -1.06 5.50  -0.17
C -4.58 -2.34 4.93  -0.27
C -4.24 -3.61 5.63  -0.09
C -4.56 -0.99 6.89  -0.30
C -4.62 0.38 7.53  -0.09
H -1.39 0.11 3.81  0.05
H -2.99 0.81 3.74  0.08
H -2.77 -0.81 3.08  0.02
H -2.13 -1.63 5.42  0.10
H -2.45 -0.03 6.07  0.11
H -5.62 -2.25 4.59  0.11
H -4.06 -2.40 3.98  0.08
H -3.20 -3.65 5.97  0.07
H -4.87 -3.78 6.52  0.08
H -4.33 -4.43 4.91  0.07
H -4.03 -1.62 7.57  0.10
H -5.55 -1.43 6.98  0.11
H -5.29 0.29 8.43  0.08
H -5.04 1.15 6.90  0.07
H -3.52 0.60 7.85  0.09
C 4.37 -1.06 -2.83  -0.10
C 4.54 0.42 -2.51  -0.27
N 3.99 0.88 -1.22  -0.18
C 4.20 2.34 -1.04  -0.24
C 3.52 2.95 0.21  -0.07
C 4.43 0.01 -0.12  -0.24
C 5.93 0.01 0.21  -0.08
H 5.17 -1.66 -2.35  0.07
H 4.63 -1.15 -3.93  0.09
H 3.36 -1.51 -2.66  0.08
H 5.64 0.56 -2.48  0.11
H 4.18 1.10 -3.30  0.10
H 5.23 2.61 -1.09  0.09
H 3.90 2.87 -1.98  0.11
H 3.25 3.99 0.12  0.04
H 2.54 2.40 0.27  0.07
H 4.01 2.72 1.15  0.06
H 4.05 -0.95 -0.47  0.09
H 3.92 0.31 0.81  0.10
H 6.45 -0.55 -0.64  0.09
H 6.17 -0.48 1.20  0.06
H 6.45 0.95 0.23  0.06
C -1.88 -8.12 -0.17  -0.08
C -3.28 -8.02 -0.74  -0.27
N -3.82 -6.67 -0.90  -0.20
C -5.02 -6.80 -1.79  -0.24
C -4.58 -6.62 -3.25  -0.08
C -4.14 -5.99 0.34  -0.29
C -5.23 -6.44 1.26  -0.08
H -1.19 -7.80 -0.95  0.06
H -1.66 -9.21 -0.05  0.09
H -1.75 -7.70 0.83  0.07
H -3.28 -8.42 -1.74  0.10
H -3.97 -8.60 -0.08  0.12
H -5.49 -7.77 -1.54  0.11
H -5.79 -6.06 -1.45  0.12
H -4.36 -5.60 -3.44  0.05
H -3.78 -7.34 -3.57  0.07
H -5.45 -6.89 -3.93  0.08
H -4.10 -4.92 0.22  0.09
H -3.24 -6.03 0.95  0.09
H -5.11 -5.85 2.15  0.06
H -5.10 -7.47 1.62  0.08
H -6.22 -6.21 0.91  0.07
C -4.26 3.46 -3.45  -0.02
C -3.06 3.25 -4.39  -0.19
O -3.46 2.31 -5.43  0.01
C -3.18 1.03 -5.18  -0.38
O -2.82 0.56 -4.11  0.13
C -3.45 0.13 -6.38  -0.53
F -3.82 0.77 -7.49  0.17
F -2.23 -0.41 -6.67  0.13
F -4.32 -0.83 -6.09  0.19
H -5.05 3.55 -4.15  0.07
H -4.11 4.41 -2.85  0.08
H -4.27 2.69 -2.77  0.04
H -2.21 2.74 -3.87  0.11
H -2.71 4.15 -4.91  0.12
C 0.33 -3.35 2.95  -0.05
C -0.03 -4.14 1.68  -0.19
O 1.10 -4.88 1.16  0.07
C 1.94 -4.14 0.54  -0.43
O 1.74 -3.00 0.22  0.14
C 3.12 -4.99 0.03  -0.58
F 3.81 -5.53 1.02  0.18
F 2.70 -5.90 -0.81  0.21
F 4.02 -4.22 -0.61  0.14
H 0.99 -3.92 3.64  0.10
H -0.55 -2.98 3.48  0.06
H 0.85 -2.49 2.57  0.04
H -0.43 -3.48 0.88  0.07
H -0.72 -4.91 1.90  0.10



Density functional theory data (wB97M-V/def2-TZVPD) for a structure of composition C3H16FeO6.

Calculated values
frontier orbital gap (alpha / beta) = 8.99 / 8.24 eV
E_LUMO (alpha / beta) = -3.589 / -3.828 eV
energy relative to the best compared isomer or geometry (same formula, charge and spin) = 0.199 eV
2S+1 = 6
E_tot = -1838.80300 Eh
net charge = +1
⟨S²⟩ = 8.7630

Each line ends with the Löwdin spin population.
Element x y z (Å)
Fe 0.21 0.49 -0.38  4.13
C -0.62 -1.24 -2.82  0.04
O -0.71 -0.46 -1.68  0.28
H -1.22 -0.87 -3.66  0.01
H 0.43 -1.30 -3.16  0.01
H -0.94 -2.26 -2.59  0.01
C -1.42 -1.60 2.92  0.01
C -0.62 -0.39 2.49  0.04
O -0.63 -0.21 1.11  0.31
H -2.49 -1.43 2.92  0.00
H -1.20 -1.90 3.95  0.00
H -1.16 -2.47 2.31  0.00
H 0.41 -0.47 2.89  0.01
H -1.02 0.53 2.94  0.01
O 1.42 1.73 0.80  0.04
H 1.39 1.93 1.74  0.00
H 2.21 2.15 0.45  0.00
O -1.17 2.04 -0.55  0.04
H -1.31 2.49 -1.40  0.00
H -2.00 2.14 -0.07  0.00
O 1.83 -0.95 -0.37  0.04
H 2.78 -0.81 -0.43  0.00
H 1.70 -1.90 -0.47  0.00
O 1.25 1.46 -1.97  0.03
H 2.00 1.13 -2.47  0.00
H 0.89 2.18 -2.49  0.00